Entry 1:
{"formula": "C25H20I2KN4O", "method": "wB97M-V/def2-TZVPD", "e_homo_ha": -0.08197, "total_charge": -1, "homo_lumo_gap_ev": 3.85, "relative_energy_kcal_mol": 102.9, "spin_multiplicity": 1, "e_tot_ha": -2454.12926, "symbols": ["K", "I", "C", "C", "C", "I", "C", "O", "C", "C", "N", "C", "C", "C", "C", "C", "C", "N", "C", "H", "H", "H", "H", "H", "H", "H", "H", "H", "H", "H", "C", "C", "C", "C", "C", "C", "N", "N", "C", "C", "C", "C", "C", "C", "H", "H", "H", "H", "H", "H", "H", "H", "H"], "positions_angstrom": [[-0.58828, 1.69863, 0.68097], [4.86700, -4.33409, -1.92319], [3.62186, -2.74989, -1.25678], [3.68548, -1.58466, -1.96944], [2.97412, -0.36030, -1.44792], [2.86208, 1.48465, -4.00749], [1.92480, -0.82666, -0.48422], [0.94659, 0.18641, -0.36322], [1.83794, -2.01728, 0.13490], [0.65999, -2.33317, 1.01655], [0.45016, -1.36537, 2.10872], [-0.92733, -1.39770, 2.56311], [-1.16780, -0.37662, 3.64055], [-1.18387, -0.73204, 4.98529], [-1.40307, 0.24048, 5.94215], [-1.60104, 1.54942, 5.53205], [-1.56333, 1.81740, 4.17515], [-1.35533, 0.88729, 3.24251], [2.80248, -3.03131, -0.16519], [4.30000, -1.48868, -2.85456], [0.79439, -3.32438, 1.45596], [-0.24129, -2.37860, 0.38161], [0.67264, -0.44586, 1.74511], [-1.13111, -2.39528, 2.96100], [-1.65325, -1.22620, 1.74811], [-1.01745, -1.76370, 5.26419], [-1.42051, -0.01713, 6.99365], [-1.77632, 2.34570, 6.24196], [-1.70845, 2.83186, 3.81703], [2.84530, -3.95781, 0.38464], [-4.89793, 0.76188, -3.82074], [-4.86794, 0.42875, -2.47513], [-3.65611, 0.39951, -1.79858], [-2.47844, 0.70845, -2.46102], [-2.50322, 1.03838, -3.81191], [-3.71262, 1.06363, -4.48451], [-1.27471, 0.66001, -1.67402], [-0.26918, 1.03530, -2.27638], [1.00756, 1.04498, -1.53221], [2.00836, 0.30532, -2.44594], [3.90132, 0.67129, -0.81070], [3.65381, 1.94253, -0.47629], [2.44279, 2.77675, -0.63202], [1.21602, 2.49322, -1.10975], [-5.83965, 0.78304, -4.35458], [-5.78498, 0.18714, -1.95282], [-3.60734, 0.12645, -0.75076], [-1.57157, 1.27557, -4.30726], [-3.73421, 1.32035, -5.53618], [1.48574, -0.48300, -2.98510], [4.88035, 0.26621, -0.57178], [4.48277, 2.46286, 0.00223], [2.61278, 3.79628, -0.27776]], "nbo_charge": [0.893, 0.007, -0.058, -0.430, -0.206, 0.067, 0.207, -0.631, 0.002, -0.238, -0.604, -0.252, 0.233, -0.237, -0.159, -0.269, 0.040, -0.483, -0.549, 0.212, 0.191, 0.166, 0.361, 0.194, 0.172, 0.222, 0.215, 0.219, 0.187, 0.205, -0.218, -0.218, -0.240, 0.184, -0.233, -0.206, -0.267, -0.099, 0.237, -0.293, -0.172, -0.255, -0.353, -0.426, 0.206, 0.207, 0.213, 0.249, 0.210, 0.235, 0.204, 0.186, 0.171]}

***

Entry 2:
{"formula": "C25H20N2O6S", "method": "wB97M-V/def2-TZVPD", "e_homo_ha": -0.29964, "homo_lumo_gap_ev": 7.20, "smiles": "Cc1cccc(NC(=O)CN2C(=O)S/C(=C\\c3ccc(-c4cccc(C(=O)O)c4C)o3)C2=O)c1", "relative_energy_kcal_mol": 4.1, "spin_multiplicity": 1, "e_tot_ha": -1923.89921, "symbols": ["C", "C", "C", "C", "C", "C", "N", "C", "O", "C", "N", "C", "O", "S", "C", "C", "C", "C", "C", "C", "C", "C", "C", "C", "C", "C", "O", "O", "C", "C", "O", "C", "O", "C", "H", "H", "H", "H", "H", "H", "H", "H", "H", "H", "H", "H", "H", "H", "H", "H", "H", "H", "H", "H"], "positions_angstrom": [[6.61204, 0.52700, 5.22238], [5.56633, 1.29029, 4.46795], [4.77727, 2.22908, 5.12300], [3.81165, 2.93743, 4.43074], [3.62174, 2.71963, 3.07961], [4.40709, 1.78242, 2.41342], [4.17192, 1.60960, 1.04217], [4.73399, 0.72135, 0.19298], [5.59389, -0.08451, 0.46211], [4.16912, 0.84149, -1.24053], [2.78940, 0.40113, -1.33938], [1.75226, 1.18996, -0.93451], [1.85022, 2.28936, -0.44958], [0.20739, 0.36228, -1.21797], [1.02783, -1.02957, -1.89215], [0.43060, -2.15362, -2.35290], [-0.96770, -2.37295, -2.35757], [-1.71516, -3.47099, -2.74756], [-3.05578, -3.13552, -2.52837], [-3.06633, -1.84952, -2.01788], [-4.11647, -0.96471, -1.53520], [-3.74466, -0.03542, -0.55865], [-4.67219, 0.82432, -0.00963], [-5.98635, 0.76233, -0.42923], [-6.37110, -0.13277, -1.42745], [-7.79849, -0.09175, -1.84078], [-8.24725, -0.32770, -2.93496], [-8.59908, 0.28111, -0.82988], [-5.43855, -1.00275, -2.01068], [-5.83171, -1.94044, -3.10684], [-1.79942, -1.40373, -1.91241], [2.47686, -0.83271, -1.90540], [3.29866, -1.59431, -2.35064], [5.37650, 1.07158, 3.11155], [7.35313, 1.20983, 5.63630], [7.11710, -0.18329, 4.57377], [6.16094, -0.01562, 6.05214], [4.92164, 2.40364, 6.17924], [3.20151, 3.66466, 4.94587], [2.86664, 3.26884, 2.53548], [3.44176, 2.21129, 0.66935], [4.75398, 0.18394, -1.88901], [4.23843, 1.87893, -1.57968], [1.06465, -2.93901, -2.73848], [-1.33227, -4.39295, -3.13480], [-3.89686, -3.77514, -2.69080], [-2.71629, -0.00506, -0.23275], [-4.37438, 1.53389, 0.74637], [-6.72574, 1.41957, 0.00005], [-9.51844, 0.31865, -1.13797], [-6.70592, -1.56968, -3.63043], [-6.07683, -2.91887, -2.69371], [-5.01770, -2.05807, -3.81731], [5.98011, 0.34705, 2.59061]], "nbo_charge": [-0.631, 0.022, -0.242, -0.189, -0.271, 0.240, -0.639, 0.667, -0.589, -0.321, -0.470, 0.546, -0.608, 0.321, -0.305, -0.147, 0.207, -0.236, -0.291, 0.310, -0.134, -0.150, -0.224, -0.140, -0.203, 0.784, -0.593, -0.684, 0.150, -0.680, -0.406, 0.664, -0.550, -0.285, 0.219, 0.218, 0.218, 0.207, 0.212, 0.210, 0.427, 0.267, 0.228, 0.255, 0.236, 0.237, 0.227, 0.222, 0.231, 0.502, 0.265, 0.218, 0.225, 0.250]}

***

Entry 3:
{"formula": "C25H21ClIrN2OTe", "method": "wB97M-V/def2-TZVPD", "e_homo_ha": [-0.50102, -0.49892], "total_charge": 2, "homo_lumo_gap_ev": [5.11, 4.78], "relative_energy_kcal_mol": 46.0, "spin_multiplicity": 2, "e_tot_ha": -1981.93309, "symbols": ["Ir", "Cl", "C", "C", "C", "C", "O", "C", "C", "N", "C", "C", "C", "C", "C", "C", "C", "C", "N", "C", "C", "H", "H", "H", "H", "H", "H", "H", "H", "H", "H", "C", "C", "C", "C", "C", "C", "Te", "C", "C", "C", "H", "H", "H", "H", "H", "H", "H", "H", "H", "H", "H"], "positions_angstrom": [[1.46057, 1.43252, -0.41730], [3.28685, -0.33942, 6.44480], [2.96853, 0.39265, 4.94590], [2.68490, 1.78000, 4.88776], [2.42449, 2.37393, 3.69392], [2.41158, 1.63061, 2.47192], [2.11348, 2.22605, 1.39209], [2.73912, 0.21945, 2.53777], [2.84168, -0.62436, 1.38978], [2.69376, -0.27015, 0.15083], [2.81983, -1.15120, -0.93906], [3.25539, -2.46097, -0.86716], [3.31855, -3.26231, -2.01399], [2.98228, -2.75651, -3.24159], [2.59495, -1.40557, -3.36927], [2.33785, -0.78862, -4.61384], [2.05405, 0.55168, -4.66212], [1.93802, 1.26324, -3.46551], [2.10645, 0.69446, -2.28015], [2.49249, -0.61111, -2.20856], [2.99235, -0.35643, 3.78348], [2.67641, 2.35808, 5.80206], [2.19261, 3.42891, 3.63079], [3.07763, -1.66232, 1.61328], [3.56699, -2.89042, 0.07480], [3.64214, -4.28944, -1.92080], [3.02793, -3.37674, -4.12722], [2.39407, -1.37671, -5.52125], [1.91586, 1.06341, -5.60326], [1.71138, 2.32192, -3.48078], [3.22600, -1.41249, 3.83718], [-6.81071, 0.07867, -0.06276], [-5.33140, 0.26721, 0.01657], [-4.71770, 0.71286, 1.18934], [-3.34360, 0.78323, 1.30645], [-2.70759, 1.30917, 2.56301], [-2.56048, 0.37808, 0.20344], [-0.54637, -0.05574, 0.60414], [-3.14342, 0.05132, -1.02818], [-2.33619, -0.26359, -2.25714], [-4.52536, -0.00893, -1.08744], [-7.29914, 0.32548, 0.87633], [-7.03681, -0.95891, -0.31557], [-7.23849, 0.68888, -0.86002], [-5.33154, 1.00485, 2.03264], [-3.45687, 1.53982, 3.31636], [-2.14101, 2.21849, 2.35228], [-2.01523, 0.57368, 2.98893], [-1.27281, -0.06570, -2.10711], [-2.68264, 0.33805, -3.09711], [-2.45669, -1.31068, -2.54044], [-4.99419, -0.30838, -2.01822]], "lowdin_spin": [0.039, 0.007, 0.012, -0.002, 0.009, 0.009, 0.039, 0.013, -0.005, 0.004, 0.003, 0.001, 0.000, 0.001, 0.000, -0.002, 0.000, -0.001, 0.002, 0.000, -0.006, 0.000, 0.000, 0.000, 0.000, 0.000, 0.000, 0.000, 0.000, 0.000, 0.000, 0.005, 0.024, 0.002, 0.019, 0.030, 0.066, 0.654, 0.023, 0.016, 0.000, 0.000, 0.002, 0.002, 0.000, 0.002, 0.002, 0.016, 0.012, 0.000, 0.000, 0.000]}